[1]
DFT (ωB97M-V with the def2-TZVPD basis set) results for the molecule C5H6N2O at a distorted geometry.

Each line ends with the natural charge from an NBO analysis.
Positions of all 14 atoms, in Å:
H: -0.61 1.83 2.26  0.329
N: 0.21 2.42 2.11  -0.542
C: 0.92 2.04 1.14  0.062
C: 0.59 0.98 0.19  0.310
C: -0.55 0.14 0.13  -0.360
C: -0.08 -0.88 -0.70  0.170
C: -0.71 -2.16 -1.09  -0.650
N: 1.19 -0.62 -1.06  -0.163
O: 1.37 0.81 -0.87  -0.291
H: 1.76 2.66 0.85  0.189
H: -1.50 0.25 0.60  0.237
H: -1.78 -2.03 -1.26  0.231
H: -0.25 -2.54 -2.01  0.244
H: -0.56 -2.90 -0.30  0.236

total charge = 0
structure (SMILES) = [H]/N=C\c1cc(C)no1
multiplicity = 1
energy = -10306.6333 eV


[2]
DFT (ωB97M-V with the def2-TZVPD basis set) results for the molecule C5H6N2O at a distorted geometry.

Each line ends with the natural charge from an NBO analysis.
Positions of all 14 atoms, in Å:
N: 3.48 -0.02 -0.19  -0.277
C: 2.35 0.06 -0.04  0.254
C: 0.97 0.07 0.29  0.081
C: -0.01 1.27 0.24  -0.235
N: -1.36 0.55 0.23  -0.628
C: -1.26 -0.77 -0.35  -0.248
C: 0.12 -1.14 0.03  0.094
O: 0.58 -0.77 1.30  -0.428
H: 0.17 2.03 -0.62  0.200
H: -0.07 1.79 1.23  0.224
H: -2.07 1.23 -0.16  0.379
H: -2.06 -1.40 -0.05  0.216
H: -1.29 -0.86 -1.50  0.168
H: 0.44 -2.04 -0.40  0.200

total charge = 0
structure (SMILES) = N#C[C@@]12CNC[C@@H]1O2
multiplicity = 1
energy = -10307.3391 eV


[3]
DFT (ωB97M-V with the def2-TZVPD basis set) results for the molecule C5H6N2O at a distorted geometry.

Each line ends with the natural charge from an NBO analysis.
Positions of all 14 atoms, in Å:
C: -0.83 -0.48 -1.84  -0.301
C: -0.72 0.60 -1.01  -0.277
C: 0.04 0.86 0.17  0.099
C: 0.04 2.31 0.71  0.394
O: -0.25 3.07 -0.31  -0.544
N: 0.83 0.28 1.02  -0.224
N: 1.29 -1.06 0.66  -0.260
C: 1.02 -2.16 1.32  -0.079
H: -0.30 -1.38 -1.95  0.206
H: -1.38 -0.36 -2.79  0.199
H: -1.43 1.50 -1.08  0.253
H: 0.22 2.38 2.02  0.200
H: 0.30 -2.47 2.21  0.157
H: 1.18 -3.09 0.89  0.177

total charge = 0
structure (SMILES) = C=C/C(C=O)=N\N=C
multiplicity = 1
energy = -10303.9316 eV


[4]
DFT (ωB97M-V with the def2-TZVPD basis set) results for the molecule C5H6N2O at a distorted geometry.

Each line ends with the natural charge from an NBO analysis.
Positions of all 14 atoms, in Å:
C: 0.83 -1.72 -1.02  -0.199
C: 0.60 -0.70 -0.34  -0.094
C: -0.33 0.41 -0.13  0.370
N: -0.73 0.86 -1.24  -0.465
C: -0.41 0.34 -2.47  -0.453
N: -0.40 1.09 1.15  -0.684
C: 0.14 0.38 2.26  0.532
O: 0.41 -0.81 2.15  -0.525
H: 1.19 -2.62 -1.63  0.267
H: 0.80 -0.03 -2.33  0.209
H: -1.24 -0.60 -2.83  0.213
H: -0.41 1.09 -3.48  0.214
H: -1.18 1.75 0.80  0.460
H: 0.46 0.97 3.14  0.154

total charge = 0
structure (SMILES) = C#C/C(=N\C)NC=O
multiplicity = 1
energy = -10304.0704 eV


[5]
DFT (ωB97M-V with the def2-TZVPD basis set) results for the molecule C5H6N2O at a distorted geometry.

Each line ends with the natural charge from an NBO analysis.
Positions of all 14 atoms, in Å:
C: 1.92 -0.52 0.08  -0.664
C: 0.60 -0.08 -0.10  0.295
N: 0.53 1.30 -0.23  -0.801
C: -0.51 -0.87 -0.01  -0.441
C: -1.94 -0.73 -0.11  0.446
O: -2.68 -1.78 -0.10  -0.521
C: -2.61 0.64 0.15  0.205
N: -2.88 1.75 -0.03  -0.309
H: 2.17 -0.27 1.19  0.259
H: 2.64 0.23 -0.52  0.234
H: 2.07 -1.66 -0.36  0.254
H: -0.32 1.86 0.07  0.413
H: 1.32 2.00 -0.02  0.398
H: -0.31 -1.88 -0.01  0.232

total charge = 0
structure (SMILES) = C/C(N)=C/C(=O)C#N
multiplicity = 1
energy = -10307.3838 eV


[6]
DFT (ωB97M-V with the def2-TZVPD basis set) results for a structure of composition C5H6N2O at a distorted geometry.

Each line ends with the natural charge from an NBO analysis.
Positions of all 14 atoms, in Å:
C: -1.67 -0.40 -0.14  0.605
C: 0.45 0.29 0.12  0.056
C: 1.91 0.16 0.27  -0.235
C: 2.54 -0.95 -0.25  -0.342
C: -0.35 1.37 -0.06  -0.098
H: -3.63 -1.34 0.58  0.492
H: 2.56 1.02 0.21  0.217
H: 3.60 -1.25 0.08  0.198
H: 1.97 -1.77 -0.60  0.198
H: -0.23 2.37 -0.37  0.200
H: -2.53 1.69 0.19  0.428
N: -0.44 -0.78 0.13  -0.502
N: -1.72 0.96 -0.15  -0.584
O: -2.47 -1.36 -0.02  -0.633

total charge = 0
multiplicity = 1
energy = -10305.4011 eV


[7]
DFT (ωB97M-V with the def2-TZVPD basis set) results for the molecule C5H6N2O2 at a distorted geometry.

Each line ends with the natural charge from an NBO analysis.
Positions of all 15 atoms, in Å:
C: 2.94 -0.60 -0.01  -0.451
C: 1.97 0.32 0.12  -0.021
N: 0.55 -0.02 -0.02  -0.473
C: 0.10 -1.28 0.11  0.187
N: -1.19 -1.62 -0.11  -0.155
O: -2.20 -0.64 -0.34  -0.343
C: -1.82 0.55 0.41  -0.183
C: -0.40 1.03 0.03  0.662
O: -0.01 2.19 -0.26  -0.563
H: 2.81 -1.66 -0.18  0.201
H: 4.05 -0.37 -0.01  0.232
H: 2.04 1.45 0.07  0.265
H: 0.90 -1.93 0.15  0.207
H: -2.57 1.33 0.32  0.234
H: -1.74 0.12 1.46  0.200

total charge = 0
structure (SMILES) = C=CN1C=NOCC1=O
multiplicity = 1
energy = -12353.8567 eV


[8]
DFT (ωB97M-V with the def2-TZVPD basis set) results for a cluster of 2 separate species, C5H6N2O2 in total at a distorted geometry.

Each line ends with the natural charge from an NBO analysis.
Positions of all 15 atoms, in Å:
O: 3.30 2.02 -0.32  -0.477
C: 2.41 1.23 -0.16  0.653
C: 1.70 0.78 1.06  -0.326
C: 1.04 -0.32 0.78  -0.207
C: 1.16 -0.59 -0.70  0.547
O: 0.60 -1.49 -1.46  -0.635
N: 1.96 0.28 -1.21  -0.549
H: 1.73 1.12 2.13  0.233
H: 0.35 -0.90 1.41  0.234
H: -0.04 -2.09 -1.10  0.502
C: -1.85 1.06 1.18  -0.001
N: -1.52 0.18 0.31  -0.631
H: -1.50 1.15 2.14  0.156
H: -2.56 1.92 1.11  0.145
H: -1.97 0.21 -0.58  0.357

total charge = 0
structure (SMILES) = O=C1C=CC(O)=N1.C=N
multiplicity = 1
energy = -12354.7740 eV


Let's list LUMO energy in order: -0.495 0.721 -0.435 0.486 -0.575 -0.479 0.419 -0.404 eV.
Let's list Kohn-Sham gap in order: 8.6 10.1 9.0 9.7 8.6 7.4 9.5 9.2 eV.
Let's list highest occupied orbital energy in order: -9.081 -9.351 -9.447 -9.172 -9.207 -7.847 -9.097 -9.635 eV.